15
Properties=species:S:1:pos:R:3:mulliken_charge:R:1 method="wB97M-V/def2-TZVPD" multiplicity=1 e_tot_ha=-304.6069 homo_lumo_gap_ha="0.317 / 0.317" relative_energy_kj_mol=600.2 homo_energy_ev="-8.534 / -8.605" lumo_energy_ev="0.09 / 0.02"
C -0.691 1.269 -1.390 -0.13
C -0.780 0.595 -0.146 -0.28
C 0.389 -1.510 -0.583 -1.40
C 0.907 0.055 1.430 -1.24
C -0.171 -0.561 0.487 0.76
N -1.558 2.350 -1.247 -0.07
N -2.059 2.299 -0.151 -0.28
H -0.331 0.911 -2.383 0.35
H 1.288 -0.979 -1.144 0.29
H -0.221 -2.024 -1.358 0.34
H 0.816 -2.210 0.100 0.39
H 1.595 -0.632 1.923 0.35
H 0.260 0.472 2.218 0.37
H 1.408 1.040 1.151 0.30
H -0.849 -1.075 1.093 0.26

=====

120
Properties=species:S:1:pos:R:3:mulliken_charge:R:1 method="wB97M-V/def2-TZVPD" multiplicity=1 e_tot_ha=-2686.0337 homo_lumo_gap_ha=0.272 homo_energy_ev=-8.083 lumo_energy_ev=-0.67
C 11.654 7.530 12.446 0.10
O 11.105 7.918 13.642 0.27
H 12.653 7.168 12.689 -0.14
H 11.163 6.639 12.055 0.03
H 11.611 8.330 11.707 0.00
H 11.753 8.420 14.141 -0.18
C 8.412 10.604 18.742 -0.83
O 9.002 9.873 17.705 -0.30
H 8.783 10.225 19.694 0.25
H 8.573 11.674 18.609 0.32
H 7.361 10.320 18.709 0.35
H 8.458 9.992 16.923 0.34
C 12.813 6.272 17.890 -0.57
O 12.701 4.909 17.473 -0.52
H 13.624 6.330 18.615 0.36
H 12.904 6.839 16.963 0.02
H 11.914 6.652 18.376 0.43
H 12.721 4.424 18.301 0.25
C 15.219 6.337 15.175 -0.18
O 16.459 5.706 14.760 -0.62
H 14.671 5.545 15.685 0.53
H 15.531 7.141 15.842 0.21
H 14.716 6.721 14.287 -0.32
H 16.853 5.292 15.533 0.32
C 13.447 5.872 9.115 -0.15
O 14.230 6.440 10.109 -0.52
H 13.049 4.901 9.411 0.13
H 12.625 6.461 8.710 -0.05
H 13.998 5.628 8.206 0.33
H 14.099 7.390 10.146 0.24
C 11.520 1.126 10.903 -0.46
O 11.174 0.080 11.792 -0.49
H 10.943 1.989 11.235 0.11
H 12.578 1.367 10.796 0.22
H 11.090 0.926 9.922 0.34
H 11.716 -0.658 11.504 0.28
C 10.628 11.526 10.516 -0.58
O 11.289 11.624 11.760 -0.64
H 10.225 12.483 10.185 0.41
H 11.190 11.116 9.677 0.26
H 9.725 10.916 10.505 0.06
H 11.834 12.411 11.678 0.27
C 13.436 9.550 18.968 -0.12
O 13.555 10.329 20.146 -0.57
H 14.189 8.761 18.933 0.24
H 12.431 9.129 18.933 0.04
H 13.573 10.108 18.042 0.12
H 14.407 10.761 20.240 0.29
C 5.876 9.083 12.758 -0.85
O 7.249 9.228 12.619 -0.46
H 5.615 9.701 13.617 0.30
H 5.246 9.407 11.930 0.33
H 5.660 8.046 13.015 0.32
H 7.488 8.874 11.759 0.23
C 16.718 8.425 12.901 -0.26
O 16.953 9.640 13.592 -0.60
H 17.464 7.718 13.263 0.35
H 15.691 8.070 12.987 -0.13
H 16.922 8.627 11.850 0.34
H 17.792 10.023 13.326 0.28
O 9.332 7.222 8.123 -0.73
H 10.121 7.763 8.161 0.40
H 9.641 6.367 7.825 0.23
O 11.342 11.642 16.824 -0.70
H 10.584 11.314 17.308 0.35
H 11.097 11.549 15.903 0.32
O 8.857 7.382 15.256 -0.43
H 8.739 8.313 15.445 0.00
H 9.465 7.361 14.517 0.43
O 14.554 3.944 11.361 -0.60
H 14.555 4.832 11.002 0.39
H 14.949 3.407 10.674 0.27
O 9.483 2.651 14.563 -0.69
H 10.372 3.006 14.534 0.36
H 8.925 3.379 14.288 0.47
O 7.956 10.294 15.100 -0.59
H 7.661 9.967 14.250 0.37
H 7.319 10.971 15.331 0.22
O 7.640 5.761 11.340 -0.68
H 8.390 5.621 10.763 0.23
H 7.313 6.628 11.103 0.41
O 14.595 3.413 14.011 -0.82
H 15.181 4.089 14.353 0.37
H 14.522 3.610 13.077 0.44
O 10.392 11.487 14.401 -0.78
H 9.473 11.220 14.397 0.43
H 10.564 11.767 13.502 0.34
O 8.187 4.896 13.990 -0.67
H 8.137 5.096 13.055 0.41
H 8.446 5.722 14.398 0.38
O 10.457 14.129 15.162 -0.65
H 10.627 13.215 14.936 0.45
H 10.104 14.513 14.360 0.27
O 15.524 9.764 16.193 -0.59
H 16.088 9.487 16.916 0.31
H 15.986 9.476 15.406 0.16
O 13.799 9.255 9.726 -0.70
H 13.821 9.527 10.644 0.36
H 14.045 10.040 9.238 0.25
O 12.862 9.450 15.193 -0.24
H 12.424 10.111 15.730 0.28
H 13.784 9.509 15.443 0.12
O 12.018 3.877 14.945 -0.61
H 12.881 3.725 14.561 0.39
H 12.199 4.299 15.785 0.32
O 13.361 10.083 12.436 -0.52
H 12.540 10.495 12.166 0.47
H 13.338 10.107 13.392 0.23
O 10.187 4.920 10.141 -0.36
H 10.238 4.727 9.205 0.22
H 11.096 4.908 10.440 0.13
O 8.167 6.242 17.826 -0.68
H 8.249 6.324 16.876 0.33
H 8.469 7.084 18.167 0.29
O 11.669 8.910 8.028 -0.68
H 12.292 9.057 7.316 0.34
H 12.216 8.762 8.799 0.35
O 7.498 8.217 9.957 -0.69
H 8.166 7.848 9.380 0.34
H 7.405 9.125 9.668 0.26

=====

15
Properties=species:S:1:pos:R:3:mulliken_charge:R:1 method="wB97M-V/def2-TZVPD" multiplicity=1 e_tot_ha=-229.8023 homo_lumo_gap_ha=0.378 smiles=NCCCN relative_energy_kj_mol=18.3 homo_energy_ev=-9.136 lumo_energy_ev=1.16
N -2.544 -0.213 -0.008 -0.62
C -1.273 0.507 0.006 -0.58
C -0.002 -0.363 -0.017 -0.35
C 1.275 0.482 0.052 -0.54
N 2.465 -0.351 -0.122 -0.59
H -2.654 -0.775 -0.837 0.24
H -2.627 -0.852 0.774 0.23
H -1.279 1.150 0.915 0.33
H -1.234 1.208 -0.844 0.33
H 0.027 -0.948 -0.953 0.22
H -0.036 -1.084 0.827 0.28
H 1.262 1.065 0.996 0.27
H 1.268 1.210 -0.769 0.34
H 3.298 0.231 -0.095 0.23
H 2.525 -1.008 0.648 0.22

=====

144
Properties=species:S:1:pos:R:3:mulliken_charge:R:1 method="wB97M-V/def2-TZVPD" multiplicity=1 e_tot_ha=-2443.4922 homo_lumo_gap_ha=0.357 relative_energy_kj_mol=2.6 homo_energy_ev=-9.545 lumo_energy_ev=0.16
O 0.010 1.800 -5.270 -0.71
H 0.156 2.237 -6.119 0.28
H -0.536 2.422 -4.757 0.34
O 4.241 0.088 -3.451 -0.71
H 4.679 0.221 -2.602 0.25
H 4.255 -0.878 -3.593 0.36
O 2.962 2.215 -4.655 -0.65
H 3.443 1.427 -4.316 0.40
H 2.083 1.888 -4.889 0.29
O -0.909 -0.764 -4.499 -0.53
H -0.400 0.070 -4.592 0.29
H -1.658 -0.653 -5.091 0.24
C 3.026 -3.564 -3.130 -1.07
C 4.163 -3.706 -4.111 0.43
C 3.678 -3.785 -5.556 -1.36
O 5.040 -2.595 -3.860 -0.57
H 3.324 -3.157 -2.165 0.22
H 2.525 -4.518 -2.950 0.48
H 2.251 -2.907 -3.539 0.21
H 4.700 -4.644 -3.916 0.27
H 2.992 -2.971 -5.792 0.31
H 3.159 -4.736 -5.681 0.37
H 4.520 -3.772 -6.251 0.41
H 5.727 -2.623 -4.540 0.31
C -3.620 -3.793 0.847 -1.71
C -2.283 -3.298 0.332 1.50
C -2.128 -3.510 -1.174 -1.16
O -2.223 -1.885 0.626 0.65
H -3.776 -3.571 1.904 0.28
H -3.716 -4.878 0.746 0.49
H -4.471 -3.376 0.303 0.21
H -1.486 -3.786 0.894 -0.23
H -1.090 -3.729 -1.427 0.16
H -2.547 -2.697 -1.764 0.07
H -2.687 -4.382 -1.535 0.50
H -1.758 -1.459 -0.116 -0.38
C 3.209 -5.303 0.301 -1.42
C 2.904 -4.123 1.206 0.99
C 1.431 -4.140 1.609 -0.75
O 3.724 -4.137 2.356 -0.64
H 2.639 -5.207 -0.623 0.20
H 2.900 -6.194 0.856 0.42
H 4.248 -5.473 0.017 0.36
H 3.041 -3.174 0.665 0.02
H 0.794 -3.847 0.767 -0.13
H 1.226 -3.427 2.410 0.10
H 1.071 -5.120 1.933 0.55
H 3.903 -3.225 2.638 0.33
C -3.907 -0.085 -2.640 -0.25
C -4.770 -1.049 -3.422 0.42
C -5.945 -1.601 -2.622 -1.33
O -5.365 -0.374 -4.536 -0.61
H -4.469 0.842 -2.484 0.45
H -3.036 0.223 -3.222 -0.04
H -3.618 -0.444 -1.653 -0.09
H -4.179 -1.897 -3.786 0.30
H -6.621 -2.131 -3.294 0.40
H -6.519 -0.864 -2.059 0.27
H -5.625 -2.350 -1.891 0.18
H -4.742 -0.271 -5.260 0.32
C -5.974 1.537 1.221 -1.79
C -4.580 0.957 1.016 1.82
C -3.516 1.790 1.761 -1.05
O -4.576 -0.396 1.389 -0.61
H -6.276 1.369 2.258 0.42
H -6.697 1.049 0.568 0.38
H -5.980 2.614 1.054 0.35
H -4.347 1.023 -0.055 -0.69
H -3.586 1.711 2.849 0.40
H -3.445 2.834 1.459 0.63
H -2.522 1.365 1.567 -0.20
H -3.713 -0.781 1.152 0.18
C 2.696 -0.531 4.217 -0.35
C 4.106 -1.055 4.405 0.31
C 4.094 -2.229 5.384 -1.49
O 4.609 -1.555 3.163 -0.62
H 2.725 0.500 3.853 -0.02
H 2.163 -0.462 5.169 0.47
H 2.111 -1.182 3.568 -0.15
H 4.788 -0.278 4.764 0.41
H 5.098 -2.654 5.465 0.36
H 3.443 -3.021 5.007 0.35
H 3.773 -1.970 6.391 0.42
H 4.806 -0.829 2.564 0.26
C 0.626 -0.431 0.541 -1.19
C 0.202 0.213 -0.758 2.79
C 1.381 0.288 -1.748 -1.36
O -0.812 -0.560 -1.431 0.02
H 0.779 -1.510 0.445 0.09
H -0.235 -0.385 1.216 -0.48
H 1.476 0.009 1.058 0.71
H -0.151 1.234 -0.554 -1.16
H 2.211 0.774 -1.227 0.29
H 1.227 0.848 -2.675 0.07
H 1.634 -0.731 -2.050 0.39
H -0.673 -0.376 -2.367 -0.32
C -1.489 -0.756 3.852 -0.25
C -2.602 -0.366 4.817 0.81
C -2.778 -1.301 6.010 -1.52
O -2.226 0.939 5.305 -0.55
H -1.786 -1.719 3.426 0.14
H -0.538 -0.982 4.339 0.32
H -1.400 0.007 3.085 -0.44
H -3.497 -0.264 4.194 0.00
H -3.786 -1.191 6.421 0.44
H -2.092 -1.186 6.849 0.34
H -2.662 -2.337 5.679 0.34
H -2.888 1.202 5.955 0.33
C -0.910 5.688 -1.910 -1.64
C -1.206 4.188 -1.986 1.77
C -2.694 3.888 -1.909 -1.11
O -0.645 3.672 -3.197 -0.43
H -1.380 6.276 -2.700 0.43
H 0.142 5.974 -1.843 0.42
H -1.349 6.109 -0.998 0.40
H -0.761 3.644 -1.144 -0.72
H -2.840 2.905 -2.367 0.13
H -3.359 4.625 -2.353 0.39
H -2.981 3.712 -0.870 0.11
H 0.126 4.206 -3.414 0.29
C 1.206 2.709 2.994 -0.79
C 0.473 4.028 3.049 0.62
C -0.992 3.999 2.649 -0.92
O 0.638 4.593 4.342 -0.61
H 1.029 2.081 2.121 -0.21
H 1.019 2.083 3.868 0.63
H 2.278 2.928 2.996 0.47
H 0.891 4.756 2.334 0.02
H -1.186 3.827 1.584 -0.19
H -1.515 4.948 2.827 0.49
H -1.631 3.280 3.173 0.21
H 0.149 5.417 4.395 0.35
C 4.298 4.417 0.673 -1.50
C 3.379 3.428 -0.053 1.59
C 2.542 3.974 -1.205 -0.91
O 4.211 2.367 -0.545 -0.59
H 5.124 4.764 0.052 0.41
H 4.821 3.845 1.443 0.38
H 3.721 5.211 1.146 0.36
H 2.666 2.956 0.625 -0.77
H 3.121 4.733 -1.741 0.40
H 1.594 4.370 -0.843 0.12
H 2.372 3.189 -1.944 0.22
H 4.583 2.625 -1.396 0.32

=====

18
Properties=species:S:1:pos:R:3:mulliken_charge:R:1 method="wB97M-V/def2-TZVPD" multiplicity=1 e_tot_ha=-343.6658 charge=-1 homo_lumo_gap_ha=0.253 smiles=C[C@H](N)CNC[O-] relative_energy_kj_mol=276.5 homo_energy_ev=-2.702 lumo_energy_ev=4.19
C 1.515 0.511 1.065 -1.34
C 0.484 -0.591 1.104 0.28
N 1.134 -1.614 0.004 -0.86
C -0.966 -0.141 0.719 -0.79
N -1.401 0.865 -0.255 -0.41
C -1.067 0.522 -1.841 -0.48
O -0.634 -0.661 -2.271 -0.80
H 1.631 1.096 2.005 0.31
H 2.550 0.124 0.903 0.37
H 1.143 1.223 0.270 0.21
H 0.603 -1.059 2.023 0.49
H 0.501 -2.368 0.025 0.24
H 1.044 -1.331 -1.024 0.34
H -1.430 -0.978 0.183 0.31
H -1.535 0.465 1.545 0.37
H -1.172 1.797 -0.146 0.27
H -0.404 1.410 -2.040 0.15
H -1.997 0.733 -2.269 0.33

=====

47
Properties=species:S:1:pos:R:3:mulliken_charge:R:1 method="wB97M-V/def2-TZVPD" multiplicity=1 e_tot_ha=-1496.8271 charge=-1 homo_lumo_gap_ha=0.342 relative_energy_kj_mol=57.5 homo_energy_ev=-6.595 lumo_energy_ev=2.70
Cl 0.042 -1.178 -0.159 1.66
O 1.271 -0.443 -0.401 -0.72
O 0.185 -2.547 -0.628 -0.79
O -0.368 -1.099 1.199 -0.63
O -0.965 -0.594 -1.019 -0.60
C -1.534 2.641 -0.907 -0.54
C -2.681 2.452 0.071 -0.21
O -3.925 2.385 -0.664 -0.52
H -1.527 1.807 -1.608 0.08
H -0.591 2.516 -0.364 0.06
H -1.677 3.572 -1.451 0.34
H -2.740 3.273 0.794 0.36
H -2.568 1.531 0.646 0.13
H -4.381 3.219 -0.530 0.30
C 4.731 1.379 0.612 -0.96
C 4.403 0.020 1.188 -0.10
O 4.297 -0.933 0.136 -0.53
H 4.783 2.156 1.385 0.31
H 3.918 1.706 -0.041 0.26
H 5.693 1.370 0.103 0.31
H 3.499 0.018 1.798 0.12
H 5.249 -0.285 1.809 0.30
H 3.446 -0.794 -0.306 0.36
C -1.030 -2.229 -4.290 -1.02
C -2.091 -2.966 -3.458 -0.17
O -2.862 -2.126 -2.623 -0.48
H -0.624 -3.000 -4.964 0.36
H -0.196 -1.859 -3.700 0.27
H -1.460 -1.504 -4.980 0.26
H -1.585 -3.758 -2.895 0.19
H -2.758 -3.454 -4.174 0.38
H -2.177 -1.644 -2.118 0.29
C 1.501 1.950 2.337 -0.37
C 0.553 3.085 2.754 -0.38
O 0.898 3.623 4.023 -0.55
H 1.337 1.099 2.999 0.27
H 2.565 2.177 2.409 0.14
H 1.221 1.656 1.323 0.09
H -0.445 2.651 2.801 0.20
H 0.505 3.879 2.001 0.28
H 1.758 4.043 3.947 0.31
C -2.411 -4.136 1.442 -0.60
O -2.503 -3.562 0.145 -0.38
H -1.732 -3.570 2.089 0.22
H -3.372 -4.081 1.955 0.24
H -2.062 -5.168 1.356 0.25
H -1.589 -3.280 -0.043 0.25

=====

18
Properties=species:S:1:pos:R:3:mulliken_charge:R:1 method="wB97M-V/def2-TZVPD" multiplicity=1 e_tot_ha=-741.2116 charge=-2 homo_lumo_gap_ha=0.196 smiles=NC[C@H](C[S-])NC[O-] relative_energy_kj_mol=174.0 homo_energy_ev=0.648 lumo_energy_ev=5.99
N -1.426 1.970 -1.005 -0.71
C -1.265 0.608 -0.363 -0.88
C 0.184 -0.109 -0.232 0.56
C 0.226 -1.170 -1.352 -1.09
S 0.775 -0.335 -2.854 -0.73
N 0.168 -0.700 1.103 -0.23
C 1.191 -0.205 2.055 -0.44
O 1.303 -1.059 3.086 -0.93
H -1.459 1.769 -2.024 0.30
H -0.569 2.557 -0.650 0.28
H -1.971 -0.133 -0.866 0.25
H -1.680 0.867 0.712 0.34
H 1.056 0.581 -0.408 0.22
H -0.707 -1.782 -1.515 0.28
H 0.944 -1.899 -1.002 0.32
H 0.224 -1.659 1.010 0.20
H 2.318 -0.037 1.797 0.18
H 0.687 0.737 2.508 0.09

=====

46
Properties=species:S:1:pos:R:3:mulliken_charge:R:1 method="wB97M-V/def2-TZVPD" multiplicity=1 e_tot_ha=-1052.5154 charge=+1 homo_lumo_gap_ha=0.333 relative_energy_kj_mol=271.4 homo_energy_ev=-13.025 lumo_energy_ev=-3.97
C 1.291 -1.926 3.714 -1.71
C 0.983 -1.812 2.265 1.07
C 0.066 -2.485 1.573 -0.83
C 2.300 0.205 2.184 -0.55
N 1.598 -0.681 1.601 0.32
H 0.861 -1.151 4.358 0.34
H 0.779 -2.832 4.039 0.40
H 2.343 -1.945 3.969 0.41
H -0.123 -2.475 0.507 0.32
H -0.446 -3.237 2.152 0.25
H 2.843 0.985 1.673 0.39
H 2.258 0.316 3.257 0.39
H 1.532 -0.728 0.580 0.11
H -0.477 -0.185 1.680 0.33
H -1.924 0.106 1.512 0.24
O -1.063 0.460 1.266 -0.47
H 0.654 1.352 -2.743 0.26
H 1.668 1.167 -1.647 0.35
O 1.050 1.822 -1.994 -0.56
H -1.162 1.763 -4.269 0.31
H -1.908 0.853 -3.300 0.30
O -1.214 0.847 -3.964 -0.61
H 1.035 -2.304 -3.970 0.31
H 0.196 -1.063 -3.999 0.26
O 0.154 -2.008 -4.213 -0.62
H -3.933 2.656 -0.475 0.31
H -3.040 1.415 -0.784 0.29
O -3.127 2.364 -0.907 -0.65
H -3.243 -1.535 0.941 0.26
H -3.530 -2.959 0.979 0.31
O -2.927 -2.326 1.393 -0.56
H 1.868 -0.897 -2.097 0.21
H 3.223 -1.401 -1.575 0.27
O 2.332 -1.165 -1.299 -0.58
H 2.092 2.790 -0.526 0.31
H 2.060 3.131 0.905 0.26
O 2.031 2.353 0.335 -0.56
H -1.863 -2.487 -2.232 0.27
H -0.982 -1.307 -2.578 0.31
O -1.529 -1.662 -1.868 -0.52
H -0.542 3.365 -2.291 0.28
H -2.032 3.097 -2.066 0.41
O -1.395 3.419 -2.732 -0.66
H 0.229 1.885 2.826 0.30
H 0.454 2.551 4.101 0.29
O 0.562 1.672 3.715 -0.56

=====

10
Properties=species:S:1:pos:R:3:mulliken_charge:R:1 method="wB97M-V/def2-TZVPD" multiplicity=1 e_tot_ha=-334.6922 homo_lumo_gap_ha=0.369 smiles="[H]/N=C(/N)NN=O" relative_energy_kj_mol=72.4 homo_energy_ev=-9.832 lumo_energy_ev=0.21
H 0.287 -1.585 1.040 0.31
N -0.354 -1.496 0.291 -0.59
C -0.175 -0.364 -0.189 0.44
N -0.749 -0.049 -1.406 -0.57
N 0.551 0.781 0.232 0.17
N 1.176 1.048 1.376 -0.25
O 1.154 0.117 2.176 -0.38
H -1.369 -0.786 -1.642 0.27
H -1.300 0.827 -1.425 0.24
H 0.780 1.507 -0.452 0.37